Below is C30H64ClF2ILiN2O3P as an isolated structure at a distorted geometry, with properties calculated with ωB97M-V/def2-TZVPD.

Geometry as XYZ:
```
105
Properties=species:S:1:pos:R:3
C -0.18652 -1.35525 -3.03330
C 5.26984 -1.38664 5.11473
H 8.21653 -2.78484 4.99140
C 9.00751 -3.72925 3.22758
H 4.92600 -3.28891 3.10964
H -0.82302 3.34205 -0.29632
C 0.59950 -1.91063 3.43201
P -3.35195 3.04941 -0.10643
H -3.37984 -1.24799 -1.36651
C 1.71660 -1.23255 2.60725
H 5.55216 -0.89690 3.04571
Cl -4.83915 4.45447 -0.59486
F -1.58991 1.49224 3.69847
H -3.85126 5.05605 -3.68343
C -1.11725 -0.46129 -3.85367
H -3.36819 7.64488 -5.03008
C 0.64513 -2.24241 0.55582
H -4.23036 2.78091 1.77837
H 4.21568 -1.67729 5.01294
C 6.01536 -1.56034 3.79393
H 5.71433 -1.98620 5.90926
C -0.69455 -1.05767 3.43206
H 1.35507 -3.13175 -1.29782
H -3.06101 -2.14454 -2.84410
H -1.66607 0.84838 0.63336
C -1.99853 1.69242 -2.40052
H -2.49870 4.66119 -2.05065
H -5.56072 -2.49618 -0.54189
H -1.11735 4.77573 -4.73862
H -0.78877 4.33425 -2.24824
H -0.47094 0.12203 -4.50856
H -5.70061 0.34089 -3.17362
H -5.35274 1.89095 -1.53622
C -3.41519 7.09493 -4.09112
C -0.53215 -2.05030 -1.70381
H 0.29212 -3.21906 0.87204
H -1.53373 2.79306 -4.09230
O -5.00452 -1.86782 -2.44380
C -0.82325 1.46044 0.93129
O -4.02021 2.14536 1.07127
H 8.49010 -4.50110 5.16648
H -0.53260 -0.06003 3.05369
H -0.96672 -3.03833 -1.84650
H -0.04802 -1.44212 0.81068
H -2.75800 -0.03894 2.75706
H 6.09654 -4.10505 5.10696
H 0.91966 -2.05489 4.46158
C -4.72040 0.79295 -3.27567
H 0.01997 0.82520 1.28120
C -2.24273 0.48682 -3.41081
H -3.39046 5.35514 -5.37225
H -2.42416 0.99674 -4.35883
C -1.72349 5.17930 -3.92474
C -3.70059 -1.37143 -2.40259
H 0.28922 -2.87895 3.04705
H -3.28724 0.78847 -0.90492
H -4.53329 2.87741 -2.82724
O -1.66588 -1.78772 2.64260
C 1.98118 -1.92719 1.24994
C 6.65104 -4.02202 4.16445
H 8.73001 -2.96675 2.51042
H 6.44178 -3.01283 2.27326
H 7.05573 -1.22640 3.90561
H 8.94416 -4.71628 2.72385
H 1.46684 -1.37740 -1.16715
H -1.18927 6.04939 -3.54432
C -3.15752 5.58729 -4.33605
H -1.61817 -1.12065 -4.58162
C -0.62705 1.55134 -1.65792
C -0.39898 2.35264 -0.34699
H 0.72578 -0.79658 -2.83984
N -2.07552 2.88706 -3.24169
H -4.39770 7.27025 -3.65643
H -4.26114 -3.49809 -1.31986
H -1.09093 2.17464 1.70825
H -3.34061 -1.36891 3.76983
H 1.47956 -0.17872 2.39835
Li 1.48453 1.36502 0.53587
H 2.62240 -1.23830 3.22476
H 0.15279 -2.14976 -3.70257
H -1.10856 -0.93551 4.43329
H 10.04698 -3.55698 3.49200
H -4.70753 1.22764 -4.27709
F 8.97645 -1.47529 4.05363
H -0.58865 0.52420 -1.29023
H 6.56990 -5.00831 3.68422
C -5.16252 -2.90433 -1.47056
C 0.82056 -2.24024 -0.97086
H -1.12498 -1.40236 -1.05303
H -3.60080 -1.43823 1.99491
C -1.77095 4.20262 -2.71789
H -2.68017 7.53007 -3.41652
C -2.91908 -1.11777 2.79182
H -5.92622 -3.57635 -1.85718
H 2.53913 -2.83653 1.46801
C -3.25184 1.73025 -1.45897
H -3.70747 -0.61344 -4.20250
H 0.69869 2.52172 -0.22331
H 5.30311 -0.34173 5.43168
I 1.11619 1.97514 -2.90291
C -4.55862 1.94955 -2.27494
H 2.58451 -1.22984 0.65586
N -3.59671 -0.18278 -3.28173
C 8.12141 -3.72473 4.47324
C 5.97704 -2.98980 3.26390
```

Values from the calculation:
Highest occupied orbital energy: -5.1 eV
Total energy: -76814.2484 eV
Frontier orbital gap: 0.1159 Ha
M: 739.12 g/mol
Strongest force on any atom: 2.7 eV/A